Record 1
DFT (ωB97M-V/def2-TZVPD) results for a cluster of 9 separate species, C32H68O9 in total at a distorted geometry.

Structure (SMILES) = C1CCOC1.C1CCOC1.C1CCOC1.C1CCOC1.C1CCOC1.C1CCOC1.C1CCOC1.CCO.CCO
Multiplicity = 1
Net charge = 0

CARTESIAN COORDINATES (ANGSTROEM)
C: 5.92 12.08 -18.28
C: 5.99 11.34 -16.95
C: 6.89 12.25 -16.13
O: 7.73 12.98 -17.06
C: 7.30 12.63 -18.44
H: 5.40 13.04 -18.37
H: 5.64 11.54 -19.19
H: 6.53 10.41 -17.09
H: 5.00 11.16 -16.54
H: 7.53 11.63 -15.50
H: 6.37 12.97 -15.49
H: 7.97 11.85 -18.81
H: 7.26 13.50 -19.10
C: 0.12 18.15 -16.28
C: -0.14 18.66 -17.69
C: 1.20 19.00 -18.25
O: 2.04 17.93 -17.68
C: 1.45 17.50 -16.40
H: -0.65 17.43 -15.99
H: 0.13 18.96 -15.56
H: -0.89 19.45 -17.64
H: -0.53 17.78 -18.21
H: 1.61 19.99 -18.05
H: 1.35 18.97 -19.33
H: 2.09 17.66 -15.53
H: 1.24 16.43 -16.48
C: 3.55 19.00 -24.68
C: 3.26 17.54 -24.79
C: 3.26 17.07 -23.36
O: 2.82 18.26 -22.67
C: 2.82 19.46 -23.43
H: 3.27 19.50 -25.61
H: 4.62 19.21 -24.59
H: 3.90 16.92 -25.42
H: 2.28 17.35 -25.23
H: 4.25 16.75 -23.02
H: 2.53 16.29 -23.16
H: 3.36 20.23 -22.89
H: 1.79 19.78 -23.58
C: 5.57 11.73 -22.65
C: 6.30 12.35 -23.89
C: 5.74 13.75 -23.92
O: 4.73 13.83 -22.87
C: 4.33 12.57 -22.48
H: 6.11 11.71 -21.70
H: 5.31 10.69 -22.85
H: 6.09 11.88 -24.85
H: 7.38 12.46 -23.80
H: 5.43 14.04 -24.93
H: 6.45 14.49 -23.56
H: 3.50 12.23 -23.10
H: 3.98 12.53 -21.45
C: 6.61 18.49 -16.71
C: 7.60 17.56 -16.03
C: 6.75 16.49 -15.31
O: 5.41 16.99 -15.53
C: 5.33 17.73 -16.82
H: 6.90 18.90 -17.68
H: 6.52 19.37 -16.08
H: 8.19 18.17 -15.35
H: 8.42 17.18 -16.65
H: 6.99 16.40 -14.25
H: 6.94 15.54 -15.80
H: 4.46 18.35 -16.99
H: 5.42 17.06 -17.67
C: 1.95 13.08 -14.27
C: 2.50 14.44 -14.28
C: 3.91 14.28 -13.86
O: 3.99 12.97 -13.30
C: 2.73 12.44 -13.15
H: 2.26 12.52 -15.16
H: 0.87 13.08 -14.14
H: 1.84 15.08 -13.70
H: 2.48 14.90 -15.27
H: 4.23 15.07 -13.17
H: 4.58 14.24 -14.72
H: 2.38 12.70 -12.15
H: 2.77 11.35 -13.14
C: 7.59 17.25 -21.14
C: 8.07 18.48 -20.53
C: 7.56 19.58 -21.50
O: 7.69 18.92 -22.82
C: 7.81 17.48 -22.67
H: 6.50 17.29 -21.05
H: 7.88 16.27 -20.75
H: 9.15 18.52 -20.58
H: 7.76 18.75 -19.52
H: 8.08 20.53 -21.50
H: 6.50 19.79 -21.32
H: 8.82 17.12 -22.90
H: 6.98 17.00 -23.18
C: -0.62 12.61 -17.64
C: -0.84 14.03 -17.79
O: -0.58 14.45 -19.16
H: 0.43 12.41 -17.88
H: -1.23 11.96 -18.29
H: -0.86 12.32 -16.62
H: -0.30 14.53 -16.99
H: -1.89 14.28 -17.61
H: 0.36 14.62 -19.21
C: 3.78 15.11 -20.16
C: 2.99 14.73 -18.91
O: 1.74 15.39 -18.82
H: 3.27 14.75 -21.05
H: 4.74 14.60 -20.13
H: 3.86 16.19 -20.28
H: 3.51 14.90 -17.97
H: 2.88 13.65 -19.01
H: 1.90 16.33 -18.71

Record 2
DFT (ωB97M-V/def2-TZVPD) results for a cluster of 8 separate species, C32H69O25P2 in total at a distorted geometry.

Multiplicity = 1
Net charge = +1

CARTESIAN COORDINATES (ANGSTROEM)
O: -0.11 -3.59 1.62
P: -0.48 -2.35 1.00
P: 0.46 -0.60 2.04
C: 0.31 1.09 1.31
O: -0.90 1.67 1.61
C: -2.07 1.06 1.11
O: -2.96 2.09 1.02
C: -4.23 1.74 0.45
C: -5.22 1.22 1.49
O: -6.06 0.21 0.96
H: -0.20 -2.13 -0.35
H: -1.83 -2.01 1.13
H: 1.78 -0.94 2.32
H: -0.19 -0.55 3.26
H: 1.07 1.67 1.82
H: 0.54 1.07 0.25
H: -1.88 0.60 0.13
H: -2.40 0.29 1.83
H: -4.11 1.00 -0.34
H: -4.59 2.64 -0.01
H: -5.88 2.02 1.79
H: -4.68 0.89 2.38
H: -5.60 -0.64 0.94
C: -6.58 7.58 -3.96
C: -6.88 6.59 -2.86
O: -5.80 5.65 -2.67
C: -4.76 6.11 -1.99
O: -4.65 7.20 -1.48
O: -3.83 5.14 -1.94
C: -2.63 5.51 -1.25
H: -6.33 7.06 -4.89
H: -7.45 8.21 -4.14
H: -5.74 8.22 -3.69
H: -7.73 5.96 -3.12
H: -7.09 7.08 -1.92
H: -2.86 5.88 -0.25
H: -2.08 6.26 -1.80
H: -2.05 4.59 -1.18
C: 1.58 -4.15 -4.83
C: 0.32 -3.57 -4.23
O: 0.42 -2.14 -3.99
C: 0.29 -1.38 -5.07
O: 0.08 -1.76 -6.19
O: 0.44 -0.10 -4.70
C: 0.36 0.85 -5.77
H: 2.44 -3.92 -4.21
H: 1.48 -5.23 -4.91
H: 1.75 -3.75 -5.83
H: 0.14 -4.00 -3.24
H: -0.55 -3.78 -4.85
H: -0.55 0.71 -6.34
H: 1.23 0.74 -6.43
H: 0.38 1.82 -5.30
C: 2.17 4.75 2.07
C: 3.10 3.60 1.73
O: 4.44 4.03 1.50
C: 5.15 4.30 2.60
O: 4.74 4.18 3.73
O: 6.36 4.68 2.24
C: 7.24 5.03 3.32
H: 2.22 5.51 1.29
H: 1.14 4.40 2.15
H: 2.45 5.21 3.02
H: 2.81 3.13 0.79
H: 3.10 2.85 2.52
H: 7.30 4.22 4.05
H: 6.89 5.94 3.81
H: 8.21 5.20 2.86
C: -3.27 -9.14 -4.87
C: -2.03 -9.12 -5.74
O: -2.15 -8.20 -6.84
C: -1.96 -6.92 -6.55
O: -1.66 -6.47 -5.47
O: -2.14 -6.21 -7.66
C: -1.97 -4.80 -7.51
H: -4.15 -9.35 -5.48
H: -3.18 -9.91 -4.11
H: -3.41 -8.18 -4.38
H: -1.88 -10.09 -6.22
H: -1.14 -8.88 -5.16
H: -1.00 -4.56 -7.09
H: -2.76 -4.38 -6.89
H: -2.04 -4.39 -8.52
C: 6.52 1.56 0.35
C: 6.60 2.51 -0.82
O: 6.75 1.83 -2.07
C: 5.64 1.27 -2.54
O: 4.55 1.28 -2.02
O: 5.93 0.69 -3.70
C: 4.84 0.00 -4.31
H: 7.39 0.91 0.41
H: 6.46 2.14 1.27
H: 5.63 0.94 0.27
H: 7.47 3.16 -0.75
H: 5.71 3.14 -0.87
H: 3.98 0.66 -4.41
H: 4.56 -0.86 -3.72
H: 5.19 -0.31 -5.29
C: -6.51 -7.80 2.96
C: -6.24 -6.33 2.72
O: -5.01 -5.90 3.33
C: -3.90 -6.22 2.67
O: -3.84 -6.77 1.60
O: -2.85 -5.81 3.39
C: -1.58 -6.14 2.83
H: -6.50 -8.02 4.02
H: -7.49 -8.06 2.56
H: -5.77 -8.41 2.46
H: -7.00 -5.71 3.20
H: -6.22 -6.09 1.66
H: -1.51 -5.80 1.80
H: -1.40 -7.21 2.87
H: -0.84 -5.62 3.44
C: 3.50 2.62 6.31
C: 3.32 3.97 6.95
O: 3.20 3.88 8.38
C: 4.34 3.70 9.04
O: 5.44 3.64 8.55
O: 4.07 3.60 10.34
C: 5.20 3.38 11.18
H: 2.69 1.95 6.60
H: 3.51 2.74 5.22
H: 4.44 2.17 6.61
H: 2.39 4.44 6.63
H: 4.15 4.64 6.70
H: 5.96 4.14 11.01
H: 5.62 2.39 11.00
H: 4.82 3.45 12.20

One value per record, in order, for orbital gap: 0.3667; 0.3020 hartree.